No. 1
Entry from the Open Molecules 2025 dataset: N2O6Sr2 as an isolated structure at a distorted geometry (ωB97M-V with the def2-TZVPD basis set).

Summary:
**Strongest force on any atom**: 4.96 eV Å⁻¹
**Net charge**: +2
**Energy**: -16912.473 eV
**ΔE to the lowest compared entry with this formula, charge and spin**: 0.000 eV
**Gap between HOMO and LUMO**: 2.311 eV

```
10
N2O6Sr2 (ωB97M-V with the def2-TZVPD basis set)
Sr 3.21 -10.54 -14.91
Sr -2.06 -8.01 -11.87
N 1.69 -10.89 -18.50
O 2.85 -10.77 -19.01
O 1.47 -11.31 -17.33
O 0.77 -10.32 -19.10
N 0.60 -9.67 -13.97
O 0.91 -10.58 -13.13
O 1.04 -9.73 -15.12
O -0.39 -8.94 -13.74
```



No. 2
Entry from the Open Molecules 2025 dataset: N4O2 in the gas phase at a distorted geometry (ωB97M-V with the def2-TZVPD basis set).

Summary:
**Strongest force on any atom**: 2.91 eV Å⁻¹
**Net charge**: 0
**Energy**: -10049.048 eV
**ΔE to the lowest compared entry with this formula, charge and spin**: 1.548 eV
**Gap between HOMO and LUMO**: 10.816 eV

```
6
N4O2 (ωB97M-V with the def2-TZVPD basis set)
N -2.49 -0.13 0.03
N -0.26 0.56 -0.08
N -1.41 0.16 0.02
N 1.05 -0.06 -0.02
O 1.20 -1.27 0.06
O 1.91 0.74 0.00
```



No. 3
Entry from the Open Molecules 2025 dataset: NO3Rb2 as an isolated structure at a distorted geometry (ωB97M-V with the def2-TZVPD basis set).

Summary:
**Strongest force on any atom**: 2.77 eV Å⁻¹
**Net charge**: +1
**Energy**: -8935.801 eV
**ΔE to the lowest compared entry with this formula, charge and spin**: 0.000 eV
**Gap between HOMO and LUMO**: 8.390 eV

```
6
NO3Rb2 (ωB97M-V with the def2-TZVPD basis set)
Rb 1.14 -37.95 -1.96
Rb -2.99 -33.56 2.98
N -1.06 -35.26 0.25
O -1.15 -35.06 1.45
O -0.36 -36.22 -0.17
O -1.69 -34.58 -0.56
```



No. 4
Entry from the Open Molecules 2025 dataset: NO3Rb5 as an isolated structure at a distorted geometry (ωB97M-V with the def2-TZVPD basis set).

Summary:
**Strongest force on any atom**: 2.14 eV Å⁻¹
**Net charge**: +4
**Energy**: -10872.541 eV
**ΔE to the lowest compared entry with this formula, charge and spin**: 1.325 eV
**Gap between HOMO and LUMO**: 11.105 eV

```
9
NO3Rb5 (ωB97M-V with the def2-TZVPD basis set)
Rb -17.98 19.97 -14.94
Rb -14.58 24.71 -11.28
Rb -17.33 22.41 -9.54
Rb -13.54 18.95 -14.42
Rb -14.25 24.47 -15.83
N -15.30 22.06 -13.14
O -15.40 20.95 -13.78
O -16.08 22.30 -12.19
O -14.40 22.87 -13.47
```



- Among the records above, which one has the lowest energy?
  N2O6Sr2



- Which value of gap between HOMO and LUMO does entry 2 give?
  10.816 eV